(1)
Density functional theory data (ωB97M-V/def2-TZVPD) for a 2-piece molecular cluster, C2H5N4S overall in a non-equilibrium geometry.

## Properties
Largest force on an atom, eV/A: 6.79
Lowest unoccupied orbital energy (spin up / spin down), eV: -7.34 / -7.34
DFT total energy, a.u.: -695.99705
Energy relative to the best compared isomer or geometry (same formula, charge and spin), kcal per mole: 111.2
Highest occupied orbital energy (spin up / spin down), eV: -14.12 / -14.12
Net charge: +1
Kohn-Sham gap (spin up / spin down), eV: 6.8 / 6.8

XYZ file:
```
12
C2H5N4S | OMol25 | ωB97M-V/def2-TZVPD
C -0.218 -0.589 1.790
C -0.259 -0.150 -0.305
N 0.918 -0.059 1.585
N 0.896 0.285 0.242
N -1.001 -0.520 0.689
N -0.629 0.210 -1.534
S 1.888 1.348 -0.730
H -0.534 -0.816 2.782
H -2.730 -1.034 0.502
H 0.093 0.741 -2.028
H -1.487 -0.110 -1.951
H 3.064 0.695 -1.044
```

Let us look at the Mulliken charges, expressed in e, one per atom: number 1, C, carries -0.164; number 2, C, carries 0.664; number 3, N, carries -0.501; number 4, N, carries 0.313; number 5, N, carries -0.346; number 6, N, carries -0.365; number 7, S, carries -0.188; number 8, H, carries 0.410; number 9, H, carries 0.562; number 10, H, carries 0.142; number 11, H, carries 0.232; number 12, H, carries 0.242

=====

(2)
Density functional theory data (ωB97M-V/def2-TZVPD) for a 5-piece molecular cluster, C4H16O4 overall in a non-equilibrium geometry.

## Properties
Largest force on an atom, eV/A: 2.22
Lowest unoccupied orbital energy (spin up / spin down), eV: 3.48 / 3.37
DFT total energy, a.u.: -462.88746
Energy relative to the best compared isomer or geometry (same formula, charge and spin), kcal per mole: 12.8
Highest occupied orbital energy (spin up / spin down), eV: 0.80 / -5.89
2S+1: 2
Net charge: -1
Kohn-Sham gap (spin up / spin down), eV: 2.7 / 9.3

XYZ file:
```
24
C4H16O4 | OMol25 | ωB97M-V/def2-TZVPD
C 2.465 -1.042 -1.502
C 1.242 -0.955 -0.653
C 1.301 -0.255 0.491
C 0.209 -0.077 1.496
H 2.210 -0.755 -2.533
H 3.314 -0.413 -1.244
H 2.848 -2.070 -1.521
H 0.363 -1.549 -0.849
H 2.216 0.293 0.677
H -0.200 -1.016 1.889
H 0.561 0.434 2.396
H -0.699 0.430 1.179
H -1.975 -2.798 1.643
H -1.287 -2.304 0.490
O -1.090 -2.855 1.290
H 0.324 1.722 -2.880
H 0.163 0.751 -1.694
O 0.411 1.671 -1.914
H -1.702 3.344 -0.350
H -0.578 2.315 -0.167
O -1.470 2.537 0.125
H -2.619 1.081 0.513
H -2.732 0.776 1.966
O -3.275 0.733 1.153
```

Let us look at the Mulliken charges, expressed in e, one per atom: number 1, C, carries -1.289; number 2, C, carries -1.036; number 3, C, carries 0.115; number 4, C, carries -0.939; number 5, H, carries 0.402; number 6, H, carries 0.368; number 7, H, carries 0.375; number 8, H, carries 0.640; number 9, H, carries 0.323; number 10, H, carries 0.502; number 11, H, carries 0.294; number 12, H, carries -0.318; number 13, H, carries 0.338; number 14, H, carries 0.355; number 15, O, carries -0.630; number 16, H, carries 0.758; number 17, H, carries 0.036; number 18, O, carries -1.197; number 19, H, carries 0.296; number 20, H, carries 0.448; number 21, O, carries -0.710; number 22, H, carries 0.257; number 23, H, carries 0.349; number 24, O, carries -0.734

=====

(3)
Density functional theory data (ωB97M-V/def2-TZVPD) for one molecule with the formula C5H9Cl2NS in a non-equilibrium geometry.

## Properties
Largest force on an atom, eV/A: 4.13
Lowest unoccupied orbital energy, eV: 0.01
DFT total energy, a.u.: -1569.18913
SMILES string: CN(C)C(=S)C(C)(Cl)Cl
Energy relative to the best compared isomer or geometry (same formula, charge and spin), kcal per mole: 7.0
Highest occupied orbital energy, eV: -8.53
Net charge: 0
Kohn-Sham gap, eV: 8.5

XYZ file:
```
18
C5H9Cl2NS | OMol25 | ωB97M-V/def2-TZVPD
C 0.385 1.722 0.141
N 0.712 0.354 -0.093
C 2.117 0.145 -0.476
C -0.153 -0.662 0.089
S 0.384 -2.195 0.043
C -1.622 -0.535 0.095
C -2.458 -1.768 0.247
Cl -2.146 0.135 -1.510
Cl -2.154 0.646 1.406
H 0.796 2.021 1.192
H 0.934 2.444 -0.520
H -0.724 1.778 0.287
H 2.754 -0.550 0.219
H 2.161 -0.338 -1.374
H 2.595 1.119 -0.424
H -3.327 -1.328 -0.188
H -2.005 -2.511 -0.439
H -2.567 -2.042 1.309
```

Let us look at the Mulliken charges, expressed in e, one per atom: number 1, C, carries -0.864; number 2, N, carries 0.117; number 3, C, carries -1.093; number 4, C, carries 0.473; number 5, S, carries -0.343; number 6, C, carries 0.263; number 7, C, carries -1.388; number 8, Cl, carries -0.132; number 9, Cl, carries -0.199; number 10, H, carries 0.320; number 11, H, carries 0.311; number 12, H, carries 0.269; number 13, H, carries 0.307; number 14, H, carries 0.406; number 15, H, carries 0.389; number 16, H, carries 0.400; number 17, H, carries 0.458; number 18, H, carries 0.307

=====

largest force on an atom of number 2 (C4H16O4)?
2.22 eV/A

=====

Which formula does entry 1 have?
C2H5N4S